# 1
Here is an isolated ion of composition CH6NS and charge +1 in a non-equilibrium geometry from the Open Molecules 2025 dataset. Energies are from ωB97M-V/def2-TZVPD.

Each line ends with the Mulliken charge.
Element x y z (Å)
N (0.34, 1.04, 0.13)  -0.3630
C (-0.35, -0.28, 0.53)  -0.7152
S (0.39, -1.87, -0.70)  -0.1105
H (-0.39, 1.77, 0.31)  0.3773
H (0.62, 0.84, -0.91)  0.4258
H (1.34, 1.15, 0.54)  0.3971
H (0.13, -0.68, 1.38)  0.3389
H (-1.40, -0.32, 0.36)  0.4330
H (-0.67, -1.66, -1.63)  0.2167

As for the charge: +1. Its highest occupied orbital energy is -14.374 eV. For the frontier orbital gap, the calculation gives 9.904 eV. The value obtained for the electronic energy is -13451.021 eV. Its structure (SMILES) is [NH3+]CS. The energy above the lowest of the compared OMol25 structures with the same formula, charge and spin is 105.2 kJ/mol.

# 2
Here is C49H43BrCl2N7O2Sr as an isolated structure in a non-equilibrium geometry from the Open Molecules 2025 dataset. Energies are from ωB97M-V/def2-TZVPD.

Each line ends with the Mulliken charge.
Element x y z (Å)
Sr (-0.14, -0.26, 0.52)  2.5007
C (-0.58, -5.00, -0.07)  -0.8779
C (0.71, -5.43, -0.33)  -0.4915
C (1.61, -4.54, -0.87)  -0.4238
C (1.23, -3.21, -1.10)  0.0808
N (0.00, -2.78, -0.80)  0.2613
C (-0.88, -3.68, -0.33)  0.0670
N (2.20, -2.43, -1.73)  -0.3746
C (2.35, -1.16, -1.78)  -0.9569
N (1.67, -0.10, -1.22)  0.6386
C (2.33, 1.05, -1.58)  -1.0064
N (2.11, 2.30, -1.33)  -0.3211
C (0.98, 2.92, -0.85)  0.2084
C (1.16, 4.16, -0.20)  -0.1145
C (0.06, 4.91, 0.14)  -0.6141
C (-1.22, 4.44, -0.17)  -0.4510
C (-1.30, 3.20, -0.78)  -0.6659
N (-0.25, 2.44, -1.09)  -0.2109
C (3.54, 0.71, -2.38)  0.3707
C (4.55, 1.50, -2.90)  -0.0762
C (5.57, 0.86, -3.59)  -0.6523
C (5.56, -0.53, -3.75)  -0.6207
C (4.54, -1.31, -3.22)  -0.0586
C (3.54, -0.65, -2.53)  -0.0057
H (-1.34, -5.66, 0.33)  0.4558
H (1.00, -6.45, -0.13)  0.3814
H (2.63, -4.82, -1.11)  0.4276
H (-1.87, -3.30, -0.13)  0.1911
H (2.17, 4.49, 0.00)  0.4914
H (0.19, 5.86, 0.64)  0.3763
H (-2.11, 5.01, 0.06)  0.4673
H (-2.27, 2.78, -1.03)  0.5346
H (4.54, 2.57, -2.76)  0.5285
H (6.39, 1.44, -4.01)  0.3933
H (6.37, -1.01, -4.30)  0.3903
H (4.53, -2.38, -3.32)  0.5301
Cl (-7.29, -3.37, 0.76)  -0.2658
C (-5.68, -2.73, 0.98)  0.1272
C (-5.02, -2.94, 2.20)  -0.5765
C (-3.76, -2.45, 2.40)  0.1609
Cl (-2.96, -2.71, 3.91)  -0.2281
C (-3.05, -1.69, 1.40)  -0.5567
O (-1.90, -1.23, 1.61)  -0.2088
C (-3.76, -1.53, 0.16)  1.1856
C (-3.15, -0.86, -0.97)  -0.6791
O (-2.02, -0.40, -1.05)  -0.4539
C (-5.06, -2.05, -0.02)  -0.9066
H (-5.51, -3.50, 2.99)  0.4566
H (-3.82, -0.78, -1.85)  0.1365
H (-5.56, -1.90, -0.97)  0.3519
C (-3.30, 4.09, 5.82)  -1.5788
C (-3.64, 4.39, 4.36)  1.9485
C (-5.15, 4.27, 4.17)  -2.2359
C (-3.22, 5.83, 4.01)  -1.5228
C (-2.88, 3.42, 3.46)  0.5281
C (-3.50, 2.55, 2.57)  -1.0224
C (-2.71, 1.71, 1.79)  -1.3699
N (-1.39, 1.69, 1.84)  1.9262
C (-0.77, 2.52, 2.69)  -0.3134
C (-1.49, 3.39, 3.50)  -0.6581
C (0.72, 2.47, 2.70)  -1.2614
C (1.49, 3.29, 3.50)  -0.5419
C (2.88, 3.24, 3.44)  0.4471
C (3.44, 2.33, 2.55)  -1.2913
C (2.60, 1.52, 1.80)  -0.8210
N (1.27, 1.59, 1.86)  1.8058
C (3.71, 4.16, 4.32)  2.0567
C (3.37, 3.89, 5.79)  -1.5749
C (5.21, 3.95, 4.12)  -2.1968
C (3.38, 5.62, 3.97)  -1.5588
H (-3.85, 4.77, 6.48)  0.4403
H (-2.24, 4.22, 6.03)  0.2983
H (-3.58, 3.07, 6.08)  0.3738
H (-5.66, 4.98, 4.83)  0.4578
H (-5.51, 3.26, 4.43)  0.4098
H (-5.45, 4.49, 3.15)  0.3720
H (-3.79, 6.54, 4.61)  0.4439
H (-3.42, 6.03, 2.95)  0.3109
H (-2.16, 5.99, 4.19)  0.3070
H (-4.57, 2.51, 2.47)  0.5739
H (-3.18, 1.03, 1.10)  0.3167
H (-0.96, 4.04, 4.18)  0.4149
H (1.02, 3.98, 4.18)  0.3917
H (4.51, 2.22, 2.44)  0.5834
H (3.01, 0.77, 1.13)  0.0397
H (3.59, 2.85, 6.05)  0.3689
H (2.32, 4.09, 6.01)  0.2936
H (3.98, 4.54, 6.44)  0.4381
H (5.51, 2.93, 4.39)  0.4191
H (5.77, 4.64, 4.76)  0.4512
H (5.51, 4.14, 3.09)  0.3861
H (2.33, 5.85, 4.16)  0.2872
H (3.58, 5.82, 2.91)  0.3267
H (3.99, 6.30, 4.57)  0.4482
Br (4.28, -4.12, 4.98)  -0.2888
C (3.13, -3.13, 3.81)  0.0258
C (3.57, -2.79, 2.54)  -0.8508
C (2.71, -2.06, 1.71)  -0.6938
C (1.42, -1.63, 2.07)  1.5713
C (1.05, -2.03, 3.37)  -1.1518
C (1.87, -2.75, 4.25)  -0.5557
H (4.55, -3.10, 2.21)  0.4274
H (3.12, -1.81, 0.73)  0.0907
H (0.06, -1.77, 3.75)  0.1860
H (1.53, -3.03, 5.24)  0.4055

As for the charge: -1. Its highest occupied orbital energy is -4.191 eV. For the frontier orbital gap, the calculation gives 6.065 eV. The value obtained for the electronic energy is -161966.362 eV. The energy above the lowest of the compared OMol25 structures with the same formula, charge and spin is 0.0 kJ/mol.

# 3
Here is a 7-piece molecular cluster, C20H54BrNO8P overall from the Open Molecules 2025 dataset. Energies are from ωB97M-V/def2-TZVPD.

Each line ends with the Mulliken charge.
Element x y z (Å)
C (-4.14, -0.61, 0.08)  -0.4624
O (-2.89, -0.76, 0.72)  -0.4309
C (-1.74, -0.46, -0.12)  -0.2796
N (-1.45, 0.89, -0.28)  -0.1869
P (-1.48, 2.08, -1.27)  0.0334
O (-2.82, 3.01, -0.94)  -0.4744
Br (-2.55, 1.01, -3.33)  -0.5473
H (-4.03, -0.20, -0.93)  0.1181
H (-4.78, 0.08, 0.65)  0.2373
H (-4.65, -1.57, 0.02)  0.2203
H (-1.95, -0.91, -1.11)  0.3826
H (-0.96, -1.03, 0.38)  0.1351
H (-3.63, 2.48, -0.91)  0.3045
C (-2.01, -4.79, -0.32)  -1.4503
C (-0.93, -4.60, 0.73)  0.5749
C (-1.06, -5.57, 1.90)  -1.1162
O (-0.90, -3.26, 1.19)  -0.4516
H (-3.00, -4.61, 0.13)  0.3394
H (-1.88, -4.08, -1.13)  0.3309
H (-2.00, -5.81, -0.72)  0.4156
H (0.05, -4.75, 0.27)  0.1212
H (-2.01, -5.43, 2.41)  0.3953
H (-0.24, -5.38, 2.60)  0.1522
H (-0.99, -6.61, 1.57)  0.3634
H (-1.77, -3.01, 1.54)  0.3126
C (1.10, 5.80, -0.40)  -1.1419
C (1.97, 4.58, -0.66)  0.4472
C (3.44, 4.82, -0.33)  -1.3253
O (1.84, 4.16, -2.01)  -0.4584
H (1.44, 6.64, -1.02)  0.2386
H (0.07, 5.57, -0.65)  0.2656
H (1.16, 6.11, 0.65)  0.3881
H (1.58, 3.74, -0.07)  0.3616
H (3.83, 5.63, -0.96)  0.2720
H (4.02, 3.92, -0.51)  0.3049
H (3.56, 5.12, 0.72)  0.3889
H (2.15, 4.88, -2.58)  0.3506
C (2.16, -3.54, 2.95)  -0.4193
C (2.69, -4.97, 2.98)  0.4551
C (4.15, -5.01, 3.37)  -1.3272
O (2.46, -5.62, 1.72)  -0.5539
H (2.72, -2.95, 2.22)  0.3617
H (1.10, -3.50, 2.67)  0.0590
H (2.28, -3.08, 3.93)  -0.1324
H (2.11, -5.56, 3.69)  0.2778
H (4.75, -4.45, 2.64)  0.3693
H (4.52, -6.03, 3.41)  0.3443
H (4.27, -4.53, 4.34)  0.2138
H (2.90, -5.10, 1.04)  0.3632
C (4.34, -1.79, 7.35)  -1.3649
C (3.06, -2.55, 7.06)  0.5765
C (2.18, -2.68, 8.29)  -1.3918
O (3.34, -3.83, 6.50)  -0.4717
H (4.93, -2.31, 8.11)  0.3472
H (4.94, -1.70, 6.44)  0.3183
H (4.12, -0.79, 7.72)  0.3887
H (2.50, -2.04, 6.27)  0.2312
H (2.71, -3.23, 9.08)  0.3559
H (1.26, -3.23, 8.05)  0.3324
H (1.91, -1.70, 8.69)  0.3785
H (3.83, -4.35, 7.15)  0.2865
C (1.26, 7.70, -5.14)  -1.2606
C (2.72, 7.47, -4.79)  0.3926
C (3.62, 7.49, -6.01)  -1.3302
O (2.88, 6.26, -4.06)  -0.5501
H (0.90, 6.91, -5.81)  0.3401
H (0.64, 7.69, -4.24)  0.3153
H (1.12, 8.66, -5.65)  0.3926
H (3.05, 8.25, -4.09)  0.2218
H (3.32, 6.69, -6.70)  0.3640
H (4.66, 7.33, -5.73)  0.3125
H (3.54, 8.44, -6.55)  0.3809
H (2.60, 5.53, -4.62)  0.3178
C (-5.53, -0.34, -5.41)  -0.9575
C (-6.26, -1.22, -4.42)  0.4717
C (-7.61, -1.67, -4.95)  -1.3027
O (-6.41, -0.59, -3.15)  -0.4952
H (-6.12, 0.57, -5.61)  0.3246
H (-4.55, -0.03, -5.04)  0.0188
H (-5.40, -0.86, -6.36)  0.3566
H (-5.65, -2.10, -4.19)  0.2318
H (-8.24, -0.80, -5.14)  0.3340
H (-8.11, -2.32, -4.23)  0.3110
H (-7.50, -2.21, -5.89)  0.3681
H (-6.85, 0.26, -3.28)  0.3147

As for the charge: -1. Its highest occupied orbital energy is -3.934 eV. For the frontier orbital gap, the calculation gives 6.091 eV. The value obtained for the electronic energy is -118819.319 eV.

# 4
Here is a 2-piece molecular cluster, C4H12O overall in a non-equilibrium geometry from the Open Molecules 2025 dataset. Energies are from ωB97M-V/def2-TZVPD.

Each line ends with the Mulliken charge.
Element x y z (Å)
C (2.59, -1.87, -0.44)  -1.0190
C (1.41, -1.01, -0.07)  -0.0816
O (1.47, 0.17, -0.92)  -0.5374
H (3.50, -1.43, -0.02)  0.2680
H (2.80, -1.93, -1.50)  0.2954
H (2.51, -2.89, -0.04)  0.3321
H (0.38, -1.31, -0.30)  0.1937
H (1.35, -0.69, 0.97)  0.2511
H (1.01, 0.16, -1.75)  0.2915
C (-1.70, 1.12, -0.09)  -0.6782
C (-2.56, 1.54, 1.14)  -0.8371
H (-1.54, 0.06, -0.24)  0.1055
H (-2.11, 1.57, -0.99)  0.3508
H (-0.73, 1.62, 0.04)  0.2773
H (-3.02, 0.66, 1.58)  0.2666
H (-3.37, 2.14, 0.73)  0.2512
H (-2.00, 2.09, 1.89)  0.2699

As for the charge: 0. Its highest occupied orbital energy is -10.272 eV. For the frontier orbital gap, the calculation gives 11.301 eV. The value obtained for the electronic energy is -6389.124 eV. Its structure (SMILES) is CCO.CC. The energy above the lowest of the compared OMol25 structures with the same formula, charge and spin is 96.2 kJ/mol.

# 5
Here is C14H33BaN7O6 as an isolated structure in a non-equilibrium geometry from the Open Molecules 2025 dataset. Energies are from ωB97M-V/def2-TZVPD.

Each line ends with the Mulliken charge.
Element x y z (Å)
O (0.90, -2.20, -5.58)  -0.6462
H (0.33, -1.64, -6.13)  0.2886
Ba (0.15, 0.02, -1.91)  1.8580
N (-0.54, 2.46, -0.56)  0.6252
N (1.38, 2.46, -2.23)  0.1468
N (-1.96, -0.89, -0.34)  0.4515
N (-1.14, -2.39, -2.26)  0.1019
O (-1.60, 2.46, 0.19)  -0.9294
O (-2.56, -0.05, 0.58)  -0.5098
O (-0.86, -2.92, -3.38)  -0.8138
O (2.46, 2.10, -2.77)  -0.5504
C (1.42, 3.50, -1.33)  0.4903
C (0.35, 3.50, -0.41)  -0.0361
C (-2.45, -2.15, -0.31)  -0.0433
C (-2.06, -2.96, -1.44)  0.2367
C (0.28, 4.49, 0.71)  -1.6141
H (1.06, 4.28, 1.46)  0.2578
H (-0.70, 4.43, 1.19)  0.3495
H (0.44, 5.52, 0.34)  0.4740
C (2.58, 4.43, -1.26)  -1.2555
H (3.07, 4.50, -2.24)  0.3696
H (3.33, 4.10, -0.52)  0.2655
H (2.25, 5.44, -0.97)  0.3686
C (-3.31, -2.70, 0.78)  -1.5027
C (-2.63, -4.33, -1.66)  -1.2777
H (-3.76, -1.89, 1.35)  0.3730
H (-2.74, -3.31, 1.48)  0.2455
H (-4.11, -3.33, 0.38)  0.4156
H (-2.17, -4.79, -2.54)  0.3349
H (-3.72, -4.27, -1.81)  0.3100
H (-2.47, -4.98, -0.79)  0.3021
H (-2.20, 0.86, 0.35)  0.2118
H (0.32, -2.43, -4.80)  0.4169
C (-1.68, 1.08, -2.78)  -1.1199
H (-1.50, 2.12, -3.09)  0.3530
H (-2.65, 1.06, -2.28)  0.3229
H (-1.86, 0.54, -3.73)  0.5281
O (-4.10, 2.62, -1.31)  -0.6463
H (-4.62, 1.87, -0.98)  0.3250
H (-3.32, 2.63, -0.70)  0.3581
C (4.15, -1.66, 1.49)  -1.2708
N (2.94, -1.43, 2.24)  0.1311
C (3.04, -1.60, 3.68)  -1.0803
C (1.93, -0.70, 1.69)  0.2316
N (1.91, -0.29, 0.44)  -0.2721
N (0.86, -0.44, 2.54)  0.4195
C (0.14, -1.51, 3.21)  -1.0621
C (0.16, 0.83, 2.45)  -0.6785
H (4.73, -2.41, 2.02)  0.4136
H (4.76, -0.75, 1.39)  0.3533
H (3.89, -2.03, 0.49)  0.4333
H (2.67, -0.71, 4.22)  0.3360
H (2.48, -2.48, 4.02)  0.2385
H (4.10, -1.75, 3.92)  0.4733
H (2.84, -0.45, 0.05)  0.0140
H (0.01, -1.27, 4.28)  0.2893
H (-0.86, -1.65, 2.76)  0.2237
H (0.70, -2.45, 3.12)  0.4323
H (0.09, 1.16, 1.40)  -0.0391
H (-0.86, 0.74, 2.87)  0.3556
H (0.70, 1.62, 3.01)  0.2224

As for the charge: 0. Its highest occupied orbital energy (spin up / spin down) is -6.813 / -6.801 eV. For the frontier orbital gap (spin up / spin down), the calculation gives 5.545 / 5.000 eV. The value obtained for the electronic energy is -38453.821 eV.